{"formula": "C11H15NO", "method": "the ωB97M-V functional and the def2-TZVPD basis", "species": ["O", "N", "C", "C", "C", "C", "C", "C", "C", "C", "C", "C", "C", "H", "H", "H", "H", "H", "H", "H", "H", "H", "H", "H", "H", "H", "H", "H"], "coordinates": [[-3.2019, 0.0364, 2.4364], [0.3422, -1.4644, -0.8676], [-3.4988, 0.9717, 1.3878], [1.2526, -0.9601, 1.4352], [1.9494, 0.1053, -0.6611], [1.7897, -0.1986, -2.0889], [-4.6326, 0.2634, 0.6331], [2.4881, 0.2591, -3.3130], [0.7745, -1.1080, -2.0977], [2.8680, 0.8572, 0.0938], [2.9846, 0.7577, 1.4490], [1.0977, -0.7912, 0.0566], [2.1796, -0.2024, 2.1181], [0.5943, -1.5577, 2.0489], [3.5462, 0.4398, -3.0696], [-0.3252, -2.2220, -0.7586], [3.7861, 1.2248, 2.0050], [2.4321, -0.4402, 3.1423], [-3.6333, 0.2180, 3.2623], [2.6736, -0.5715, -4.0029], [3.4333, 1.6132, -0.4510], [-5.2377, 0.9667, 0.0517], [-4.2419, -0.5394, 0.0029], [-2.5714, 1.2119, 0.8704], [-5.2489, -0.2895, 1.3395], [-3.7930, 1.9706, 1.7464], [1.9147, 1.0206, -3.8347], [0.2778, -1.5715, -2.9344]], "spin_multiplicity": 2, "lumo_energy_ev": [3.5, 3.4], "e_above_lowest_kcal_mol": 14.8, "total_charge": -1, "orbital_gap_ev": [2.33, 8.07]}



{"formula": "C11H15NO4S2", "method": "the ωB97M-V functional and the def2-TZVPD basis", "species": ["S", "S", "O", "O", "O", "O", "N", "C", "C", "C", "C", "C", "C", "C", "C", "C", "C", "C", "H", "H", "H", "H", "H", "H", "H", "H", "H", "H", "H", "H", "H", "H", "H"], "coordinates": [[-1.6642, -0.7682, 4.7479], [-0.2435, 0.7797, 1.0873], [-1.9793, -0.9483, -2.0157], [2.6609, 1.1261, -2.5512], [-0.7904, -1.8993, 4.8441], [-2.3028, -0.3098, 5.9475], [-0.2766, 0.5421, -1.9272], [1.2114, -0.4600, -3.6287], [-1.0882, 0.3110, 2.5125], [-1.3369, -0.1462, 0.0978], [-2.8907, -1.0422, 3.3994], [2.3826, -0.2529, -2.6685], [-2.2784, -0.7853, 0.8563], [0.0497, 0.4979, -3.3310], [-0.7660, 0.6205, 3.9120], [3.7559, 1.3952, -1.7169], [-1.2310, -0.2353, -1.3743], [-2.1433, -0.5220, 2.2346], [3.2692, -0.7883, -3.0412], [3.8745, 2.4766, -1.6959], [0.2939, 0.5833, 4.1471], [3.5809, 1.0260, -0.6976], [0.3212, 1.5061, -3.6477], [-0.8434, 0.1675, -3.8651], [1.5405, -0.2876, -4.6530], [-1.2102, 1.5424, 4.2824], [2.1385, -0.6672, -1.6763], [0.8736, -1.4926, -3.5381], [-3.7693, -0.4569, 3.6594], [0.3585, 1.0617, -1.3417], [-3.1372, -2.0969, 3.3244], [4.6739, 0.9347, -2.1019], [-3.0342, -1.4116, 0.4195]], "lumo_energy_ev": 0.1, "e_above_lowest_kcal_mol": 13.2, "total_charge": 0, "orbital_gap_ev": 9.42}



{"formula": "C11H15NPSc", "method": "the ωB97M-V functional and the def2-TZVPD basis", "species": ["Sc", "P", "N", "C", "C", "C", "C", "C", "C", "C", "C", "C", "C", "C", "H", "H", "H", "H", "H", "H", "H", "H", "H", "H", "H", "H", "H", "H", "H"], "coordinates": [[-0.0230, -0.3808, -1.5033], [0.7481, -2.8804, -0.6508], [-0.1750, 0.0993, 0.6404], [0.6831, 1.6999, -3.2582], [0.0061, 0.9599, -4.2819], [-0.2517, -0.4469, -4.3241], [-1.3849, -0.0505, 1.2346], [1.2035, 1.2404, -2.0830], [-0.6964, 1.1025, 4.7790], [-1.5792, 0.2491, 2.5744], [0.8518, 0.6128, 1.3599], [-0.0525, -1.3887, -3.3527], [-0.5211, 0.7544, 3.3311], [0.7146, 0.9321, 2.7024], [-0.4847, 2.1649, 4.9558], [-2.5626, 0.0743, 3.0185], [0.8131, 2.7590, -3.5334], [0.7015, -4.0290, -1.5040], [-0.6551, -0.8234, -5.2925], [-1.7202, 0.8934, 5.1060], [1.9487, 1.8951, -1.5634], [-0.1535, -3.3999, 0.3409], [1.7858, 0.7548, 0.8238], [1.9346, -3.2496, 0.0536], [-2.1866, -0.4372, 0.6065], [-0.2929, -2.4292, -3.6022], [1.5831, 1.3198, 3.2378], [-0.2253, 1.4823, -5.2234], [-0.0095, 0.5214, 5.4082]], "lumo_energy_ev": -0.5, "e_above_lowest_kcal_mol": 0.0, "total_charge": 0, "orbital_gap_ev": 4.64}



{"formula": "C11H16AgN2O3P2S2", "method": "the ωB97M-V functional and the def2-TZVPD basis", "species": ["Ag", "S", "S", "P", "P", "O", "O", "O", "N", "N", "C", "C", "C", "C", "C", "C", "C", "C", "C", "C", "C", "H", "H", "H", "H", "H", "H", "H", "H", "H", "H", "H", "H", "H", "H", "H", "H"], "coordinates": [[2.2561, -5.1726, -3.7273], [-2.4777, 2.5860, -0.6447], [3.4434, -0.9945, 1.3500], [-2.6118, 0.8256, 0.0795], [0.2650, 2.2042, 1.5674], [-3.2379, 0.7120, 1.5428], [-0.4630, -3.3433, -3.0845], [-3.5073, -0.1471, -0.8060], [2.4040, 0.2045, 1.5020], [2.5620, -2.0664, 0.5776], [0.2219, -2.1027, -0.2178], [-0.9036, -1.3515, -0.2738], [1.2631, -0.2045, 0.9281], [0.6467, -3.4931, -2.2574], [-1.0137, -0.0307, 0.2631], [0.7276, 3.3963, 0.3040], [-1.0806, 2.7178, 2.6321], [2.2452, 3.4242, 0.0344], [0.2879, -3.4929, -0.7713], [1.3529, -1.5164, 0.4008], [0.0739, 0.5530, 0.8562], [0.1931, 3.1014, -0.5973], [1.0245, -4.0742, -0.2199], [-0.6793, -3.9808, -0.6695], [-3.7437, 1.5178, 1.7341], [2.6547, 2.4188, -0.0156], [2.4143, 3.8757, -0.9388], [-0.6557, 3.3165, 3.4378], [2.7772, 3.9855, 0.7940], [0.3827, 4.3682, 0.6510], [-3.8244, -0.9180, -0.3147], [1.3945, -2.7181, -2.4448], [-1.7574, 3.3436, 2.0519], [-1.5643, 1.8395, 3.0471], [-0.4452, -2.4916, -3.5324], [-1.7610, -1.7925, -0.7548], [1.1358, -4.4998, -2.4834]], "spin_multiplicity": 2, "lumo_energy_ev": [-8.4, -8.4], "total_charge": 2, "orbital_gap_ev": [6.16, 6.14]}



{"formula": "C11H16AlClO2V", "method": "the ωB97M-V functional and the def2-TZVPD basis", "species": ["V", "Cl", "Al", "O", "O", "C", "C", "C", "C", "C", "C", "C", "C", "C", "C", "C", "H", "H", "H", "H", "H", "H", "H", "H", "H", "H", "H", "H", "H", "H", "H", "H"], "coordinates": [[-0.1830, -0.0620, 1.1411], [-0.4891, 1.7273, -3.5270], [1.5239, 1.1100, -4.0397], [-2.1107, -0.6470, 1.4364], [-0.5082, -1.2696, 2.8310], [-1.9566, -3.3349, 3.9605], [-2.4142, -2.6468, 2.8090], [-3.9194, -4.7141, 3.8160], [-2.7665, -4.3340, 4.4929], [-3.5685, -3.0532, 2.1276], [0.8036, -1.4921, 0.1386], [-4.3494, -4.0658, 2.6705], [-0.0490, 2.0970, 1.4148], [2.6982, 1.7629, -2.5024], [-1.6691, -1.4782, 2.3471], [1.9047, -0.9443, -4.1471], [3.7188, 1.4024, -2.4337], [2.3271, 1.7160, -1.4755], [-4.4962, -5.5292, 4.1925], [0.2369, -1.5599, -0.8519], [-1.0296, 2.3817, 1.8593], [2.8977, -1.0556, -4.5714], [1.2544, -1.3908, -4.8887], [1.7260, -1.2793, -0.3833], [0.7566, 2.3512, 2.1383], [0.0978, 2.6714, 0.4763], [2.7608, 2.8006, -2.7831], [-5.2813, -4.3227, 2.1517], [-3.8154, -2.5340, 1.2017], [1.9130, -1.6434, -3.3048], [-2.4610, -4.8133, 5.4459], [-0.9985, -3.0422, 4.4093]], "spin_multiplicity": 4, "lumo_energy_ev": [4.4, 4.4], "e_above_lowest_kcal_mol": 82.9, "total_charge": -2, "orbital_gap_ev": [3.50, 4.96]}



{"formula": "C11H16AlF4IN3O3P", "method": "the ωB97M-V functional and the def2-TZVPD basis", "species": ["I", "P", "Al", "F", "F", "F", "F", "O", "O", "O", "N", "N", "N", "C", "C", "C", "C", "C", "C", "C", "C", "C", "C", "C", "H", "H", "H", "H", "H", "H", "H", "H", "H", "H", "H", "H", "H", "H", "H", "H"], "coordinates": [[4.3130, -1.5305, 0.8901], [-2.6659, 2.1993, -0.5846], [-3.7738, -2.2905, -3.6287], [-2.5627, -3.4302, -3.1869], [-3.0795, -1.0872, -4.6333], [-4.3354, -1.5036, -2.1610], [-5.0676, -3.0631, -4.4336], [-1.9036, 2.8463, -1.6361], [-4.2693, 2.3416, -0.8156], [-2.4033, 2.8101, 0.8921], [-2.4007, 0.4721, -0.5104], [-1.0682, -1.3667, 0.1392], [-0.3275, 0.8107, 0.6693], [1.5660, 2.6327, -1.5204], [1.3940, 0.0347, -0.8242], [4.2491, 1.0184, 2.4666], [1.8898, 0.2508, 1.7870], [3.3687, 0.3754, 1.3755], [-1.3338, -0.0007, 0.0677], [0.8874, -0.1014, 0.6410], [0.1228, -1.4067, 1.0312], [1.3926, 1.4904, -1.1882], [0.7927, -2.7240, 0.9292], [1.2975, -3.7925, 1.1490], [1.7763, -0.5138, 2.5703], [1.6110, 1.2188, 2.2420], [5.2647, 1.1018, 2.0441], [-3.0427, -0.2237, -0.9139], [3.4926, 0.9784, 0.4656], [-4.7132, 1.4841, -0.7038], [-0.6737, 0.8828, 1.6356], [0.7543, -0.4894, -1.5535], [-3.2525, 2.9522, 1.3390], [-0.8687, -1.8019, -0.7649], [3.9406, 2.0441, 2.7204], [1.5649, 3.7015, -1.6315], [1.5199, -4.8424, 1.2345], [2.4147, -0.3381, -0.9698], [4.3573, 0.3907, 3.3629], [-0.2832, -1.2315, 2.0415]], "lumo_energy_ev": -1.5, "total_charge": 0, "orbital_gap_ev": 8.62}



no.,calculated total energy (eV)
1,-15185.88969
2,-43000.38811
3,-43124.87356
4,-65020.68287
5,-60566.54729
6,-57141.96760